{
  "formula": "H6N3P",
  "method": "wB97M-V/def2-TZVPD",
  "species": ["N", "N", "N", "P", "H", "H", "H", "H", "H", "H"],
  "positions_angstrom": [[0.5147, 1.4601, 0.2402], [-0.5410, -0.8828, -1.4154], [0.1259, -1.0506, 0.9804], [-0.8238, -1.7838, -0.1626], [-0.3636, 1.9250, 0.4040], [0.4143, 0.8416, -0.6596], [1.1083, 2.3270, 0.0122], [-1.1234, -1.1586, -2.1948], [0.1187, -1.4493, 1.9457], [0.5699, -0.2286, 0.8499]],
  "forces_ev_per_a": [[1.5, 1.4, -2.4], [-0.3, -0.2, 0.1], [-2.5, -5.5, 2.1], [0.7, 0.7, 0.2], [-0.7, -0.4, 0.0], [0.0, 1.8, 1.7], [-0.7, -2.0, 0.2], [0.0, -0.1, -0.2], [0.1, 0.6, -1.4], [1.9, 3.5, -0.3]],
  "total_energy_ev": -13856.3702,
  "smiles": "[H]/N=P/N.N",
  "charge": 0
}

---

{
  "formula": "H20O10",
  "method": "wB97M-V/def2-TZVPD",
  "species": ["H", "H", "H", "H", "H", "H", "H", "H", "H", "H", "H", "H", "H", "H", "H", "H", "H", "H", "H", "H", "O", "O", "O", "O", "O", "O", "O", "O", "O", "O"],
  "positions_angstrom": [[-1.1636, 0.9020, -0.1726], [-0.4472, -0.3987, 0.0926], [4.6306, -0.0190, 2.1498], [3.3406, -0.3390, 2.5125], [-2.0800, -1.7366, 3.2125], [-2.9953, -2.9011, 3.1508], [3.4696, -0.7519, -1.9639], [3.6308, 0.6770, -2.2067], [2.6051, 1.0992, 0.4024], [2.4645, -0.3862, 0.5582], [-2.9641, -2.3560, -2.6596], [-3.2370, -3.5400, -3.4827], [-3.6761, 0.9406, -3.0906], [-4.1320, -0.4733, -2.3258], [0.2633, -1.2476, -3.1431], [0.8520, -0.0025, -2.5934], [0.2418, 3.5656, 0.9423], [-0.9398, 4.1237, 0.2860], [-0.7310, 0.9734, 5.0050], [-0.2533, 0.1998, 3.7484], [-0.2598, 0.5410, 0.0235], [3.7377, 0.1232, 1.8341], [-2.9587, -1.9752, 3.4625], [4.1182, -0.0072, -1.8322], [2.2969, 0.3444, -0.1191], [-3.4087, -3.1906, -2.5784], [-3.4373, 0.0429, -2.7111], [0.1714, -0.2685, -3.2141], [0.0656, 4.3373, 0.4186], [-0.1852, 0.2615, 4.6635]],
  "forces_ev_per_a": [[1.1, -0.4, 0.1], [0.2, -0.2, -0.1], [0.9, 0.4, -0.6], [-2.3, -1.5, 2.4], [1.0, 0.5, -0.1], [-0.3, 0.6, 0.3], [1.2, 1.0, 0.5], [-1.1, 2.3, -0.8], [-0.1, -0.2, -0.4], [-0.2, 1.6, -1.9], [0.4, 1.0, 0.3], [-0.4, 0.0, 1.0], [-0.2, -2.1, 1.0], [-1.1, 0.4, 0.0], [-0.4, 1.0, -0.3], [0.1, 0.6, 0.4], [0.9, -0.7, 0.5], [2.6, 1.1, 0.0], [-0.1, 0.0, -0.4], [-0.4, 0.3, -2.4], [-2.0, 0.8, 0.0], [2.1, 0.9, -0.6], [-0.7, -1.2, -0.2], [0.7, -3.3, -0.3], [-0.5, -1.3, 1.5], [0.1, -0.9, -1.2], [1.3, 1.6, -0.9], [0.3, -1.5, 0.1], [-3.5, -0.5, -0.5], [0.6, -0.3, 2.7]],
  "total_energy_ev": -20797.4863,
  "smiles": "O.O.O.O.O.O.O.O.O.O",
  "charge": 0
}

---

{
  "formula": "C37H75ClN6O9PS",
  "method": "wB97M-V/def2-TZVPD",
  "species": ["C", "C", "C", "C", "C", "C", "C", "C", "C", "C", "C", "C", "O", "O", "C", "C", "N", "C", "S", "N", "P", "N", "O", "C", "C", "C", "C", "Cl", "H", "H", "H", "H", "H", "H", "H", "H", "H", "H", "H", "H", "H", "H", "H", "H", "H", "H", "H", "H", "H", "H", "H", "H", "H", "H", "H", "H", "H", "H", "C", "O", "C", "C", "N", "C", "C", "O", "C", "H", "H", "H", "H", "H", "H", "H", "H", "H", "H", "H", "H", "H", "H", "H", "C", "O", "C", "C", "N", "C", "C", "O", "C", "H", "H", "H", "H", "H", "H", "H", "H", "H", "H", "H", "H", "H", "H", "H", "C", "O", "C", "C", "N", "C", "C", "O", "C", "H", "H", "H", "H", "H", "H", "H", "H", "H", "H", "H", "H", "H", "H", "H"],
  "positions_angstrom": [[-0.3636, -1.7376, 13.6833], [-0.7749, -2.8341, 12.6704], [0.4626, -3.5365, 12.0656], [0.9502, -2.7534, 10.8263], [1.7885, -3.6076, 9.8343], [1.6038, -3.0366, 8.4218], [2.4652, -3.7313, 7.3513], [2.7091, -2.8801, 6.0924], [1.4283, -2.1201, 5.6038], [1.2945, -2.0304, 4.0998], [0.1869, -2.6466, 3.5113], [-0.9113, -3.3286, 4.2992], [-1.7559, -2.6378, 4.7710], [-0.9486, -4.6916, 4.3842], [-0.0062, -2.6375, 2.1258], [0.9590, -2.0137, 1.3607], [0.8038, -1.9968, -0.0519], [-0.2798, -1.5010, -0.3711], [-1.5095, -0.5932, -0.6780], [2.0375, -1.4079, 1.9096], [3.3139, -0.6285, 0.7806], [2.4863, 0.5426, -0.1759], [3.7360, -1.8520, -0.2468], [2.2155, -1.3798, 3.2608], [3.4129, -0.6426, 3.8050], [3.1673, 0.8490, 4.1068], [2.1468, 1.1474, 5.2035], [2.7108, 1.7962, 2.6495], [0.6599, -1.4069, 13.4872], [-0.9952, -0.8535, 13.5772], [-0.4341, -2.0906, 14.7110], [-1.3600, -3.5960, 13.1906], [-1.3976, -2.3810, 11.8988], [1.2742, -3.5235, 12.7947], [0.2202, -4.5447, 11.7278], [1.5363, -1.8643, 11.0764], [0.0899, -2.3932, 10.2512], [2.8433, -3.6257, 10.1150], [1.3965, -4.6286, 9.8264], [1.8036, -1.9599, 8.3892], [0.5521, -3.1928, 8.1536], [3.4503, -3.9076, 7.7984], [2.0950, -4.7192, 7.0596], [3.1953, -3.4336, 5.2857], [3.4291, -2.1062, 6.3861], [0.5782, -2.6535, 6.0323], [1.4218, -1.1465, 6.0825], [-0.2459, -4.9593, 4.9936], [-0.8697, -3.1088, 1.6646], [2.3478, 0.1884, -1.1289], [1.5716, 0.7378, 0.2224], [3.1343, -1.8305, -1.0099], [3.7721, -1.0981, 4.7259], [4.2553, -0.6852, 3.1174], [4.1249, 1.2495, 4.4434], [1.1987, 0.6690, 4.9337], [1.9614, 2.2094, 5.3343], [2.4646, 0.6919, 6.1453], [-5.0065, -8.0228, 2.0540], [-3.9314, -8.1150, 1.1361], [-4.3280, -8.1710, -0.2299], [-3.9794, -6.8865, -0.9587], [-4.8210, -5.7787, -0.5156], [-4.3704, -4.4586, -0.9484], [-2.9858, -3.9814, -0.5133], [-2.8613, -3.7078, 0.8773], [-2.6337, -4.8445, 1.7032], [-4.6052, -8.2040, 3.0500], [-5.4648, -7.0280, 2.0467], [-5.7723, -8.7740, 1.8459], [-5.3900, -8.4100, -0.3288], [-3.7620, -8.9859, -0.6886], [-4.1275, -7.0351, -2.0319], [-2.9142, -6.6912, -0.7815], [-4.8648, -5.7840, 0.4940], [-5.0990, -3.7378, -0.5699], [-4.4235, -4.4169, -2.0406], [-2.8086, -3.0247, -1.0133], [-2.1840, -4.6521, -0.8445], [-2.0245, -5.5992, 1.2000], [-3.5717, -5.2835, 2.0455], [-2.0999, -4.4968, 2.5849], [2.1275, 3.0211, -7.6633], [1.9161, 3.9234, -6.5926], [0.5479, 4.2141, -6.3307], [0.0929, 3.5834, -5.0275], [0.0051, 2.1295, -5.1432], [-0.1450, 1.4243, -3.8753], [0.9537, 1.5742, -2.8208], [2.1872, 0.9547, -3.1587], [3.0259, 1.7155, -4.0201], [3.1883, 3.0437, -7.9081], [1.8624, 1.9937, -7.3896], [1.5595, 3.3163, -8.5491], [-0.0938, 3.9192, -7.1645], [0.4729, 5.2991, -6.2283], [-0.8935, 3.9775, -4.7669], [0.8044, 3.8909, -4.2512], [0.8386, 1.7868, -5.6006], [-0.2211, 0.3602, -4.1174], [-1.1039, 1.7161, -3.4331], [0.6048, 1.0516, -1.9277], [1.1112, 2.6148, -2.5176], [2.9383, 2.7868, -3.8343], [2.8118, 1.4947, -5.0666], [4.0557, 1.4133, -3.8306], [-1.1750, 7.8655, -7.2300], [-1.1801, 6.9274, -8.2900], [-2.2536, 7.0982, -9.2110], [-1.7621, 7.6290, -10.5450], [-1.3275, 9.0175, -10.4384], [-0.5835, 9.5160, -11.5959], [0.7220, 8.8222, -11.9839], [1.7876, 9.0056, -11.0685], [1.7778, 8.1496, -9.9421], [-0.4620, 7.5166, -6.4834], [-0.8550, 8.8568, -7.5655], [-2.1603, 7.9428, -6.7620], [-3.0399, 7.7329, -8.7935], [-2.6835, 6.1066, -9.3785], [-2.5780, 7.5693, -11.2709], [-0.9529, 6.9691, -10.8810], [-0.7423, 9.1158, -9.6207], [-0.3482, 10.5625, -11.3894], [-1.2522, 9.5080, -12.4623], [1.0603, 9.2835, -12.9149], [0.5859, 7.7570, -12.2052], [1.3770, 7.1612, -10.1801], [1.2164, 8.5924, -9.1150], [2.8087, 8.0325, -9.6062]],
  "forces_ev_per_a": [[-0.2, 0.0, -0.5], [0.6, -0.2, 0.8], [-0.3, 1.3, -0.8], [0.4, -0.6, -0.5], [-0.6, 0.7, -0.1], [0.1, -0.7, -0.5], [0.6, 0.2, -0.1], [-0.1, 0.9, 0.4], [0.8, -0.8, 0.2], [-0.2, 0.1, 0.1], [0.0, -0.6, -1.0], [-0.1, 0.7, 0.6], [-0.4, 0.0, 0.0], [0.5, 0.5, 0.2], [0.6, 0.1, 0.7], [-0.3, -0.5, 0.2], [-0.5, 0.2, 0.5], [-0.2, 1.3, -0.4], [0.6, -0.9, -0.1], [-1.2, -0.4, -0.7], [2.5, 0.8, -0.3], [-0.2, -1.9, 0.3], [-1.4, 1.3, 0.3], [-0.1, -0.3, 0.3], [0.0, 0.4, -0.1], [0.1, 0.4, 0.9], [-0.4, -0.8, -0.4], [0.0, -0.2, 0.0], [0.0, 0.0, 0.1], [0.0, -0.1, 0.2], [0.1, 0.0, 0.0], [-0.2, 0.2, -0.1], [0.0, -0.3, -0.1], [-0.1, -0.5, 0.1], [0.1, -0.1, 0.3], [-0.1, 0.0, 0.2], [-0.1, 0.0, 0.2], [0.0, -0.1, 0.0], [0.2, -0.1, 0.1], [0.0, 0.0, 0.2], [0.0, 0.3, 0.1], [-0.1, -0.1, -0.1], [-0.3, 0.0, 0.2], [-0.2, -0.2, 0.0], [0.0, -0.2, 0.0], [-0.1, 0.1, -0.3], [-0.2, 0.1, -0.2], [0.1, -0.4, -0.1], [0.1, 0.1, -0.1], [0.1, 0.5, 0.0], [0.1, 0.4, -0.1], [0.1, -0.6, -0.1], [-0.3, 0.0, 0.0], [-0.2, -0.1, -0.1], [0.0, 0.0, -0.3], [-0.1, 0.3, 0.0], [0.2, 0.0, 0.0], [0.1, 0.2, 0.0], [0.2, 0.0, 0.0], [-0.2, 0.1, 0.0], [0.3, -0.1, -0.2], [-0.2, 0.1, 0.2], [0.3, 0.1, 0.0], [-0.2, -0.1, 0.2], [-0.1, 0.2, -0.3], [0.2, -0.1, -0.1], [-0.1, 0.3, 0.0], [0.0, 0.0, 0.0], [-0.1, 0.0, 0.0], [0.0, 0.0, 0.0], [0.0, 0.1, 0.1], [0.0, 0.0, 0.0], [0.0, 0.0, 0.0], [0.1, -0.1, -0.1], [-0.1, -0.1, 0.0], [0.0, 0.1, -0.1], [0.1, 0.0, 0.0], [-0.1, -0.1, 0.0], [0.0, -0.1, 0.1], [-0.1, -0.1, 0.0], [0.1, -0.1, 0.0], [-0.2, -0.2, -0.2], [0.1, 0.1, 0.1], [-0.1, -0.2, -0.1], [0.0, 0.3, 0.2], [0.1, -0.2, -0.2], [0.1, 0.1, 0.2], [0.0, -0.1, -0.3], [-0.2, 0.0, 0.0], [-0.2, 0.1, 0.1], [0.2, -0.2, 0.0], [0.0, 0.0, 0.0], [-0.1, 0.0, -0.1], [0.0, 0.0, 0.0], [0.0, -0.1, 0.0], [0.0, 0.0, 0.0], [0.0, 0.0, 0.0], [0.0, 0.2, 0.0], [0.0, 0.0, -0.1], [0.0, 0.0, 0.1], [0.1, 0.1, 0.1], [-0.1, 0.0, 0.0], [0.1, 0.0, -0.1], [-0.1, 0.0, 0.0], [0.0, 0.2, 0.0], [0.0, 0.0, 0.1], [0.1, -0.1, -0.1], [-0.1, 0.2, 0.2], [0.0, -0.3, -0.3], [0.1, 0.3, 0.2], [0.1, -0.2, -0.1], [-0.1, 0.1, 0.2], [0.0, 0.1, -0.2], [-0.1, -0.1, 0.0], [0.2, 0.2, 0.0], [0.0, 0.0, 0.0], [-0.1, 0.1, 0.1], [0.0, 0.0, 0.0], [0.1, 0.1, 0.0], [0.0, 0.0, 0.0], [0.0, 0.0, 0.0], [-0.1, -0.1, -0.1], [0.0, 0.0, 0.0], [0.0, 0.0, -0.1], [0.0, -0.1, 0.0], [0.0, 0.0, 0.0], [0.0, 0.0, 0.1], [-0.1, 0.0, 0.0], [-0.1, -0.1, 0.0], [0.0, 0.0, -0.1]],
  "total_energy_ev": -99590.2566,
  "charge": 1
}